(1)
An isolated molecule of CH5N2P at a distorted geometry. Source: OMol25; level of theory: ωB97M-V/def2-TZVPD.

XYZ file:
```
9
Properties=species:S:1:pos:R:3:forces:R:3
C 0.32942 0.94196 -1.13030 -0.3 -1.2 -4.1
N -0.57934 -1.45923 2.03139 -0.1 -1.0 0.9
N 0.37499 -0.03531 -0.08458 -1.6 -1.8 2.9
P -1.12261 -0.59742 0.88849 2.2 1.4 -2.4
H -0.70114 0.90042 -1.75378 2.1 0.2 1.9
H 0.57227 1.96314 -0.85774 -0.2 0.2 0.2
H 1.08229 0.64541 -2.03200 -1.4 0.6 2.2
H -1.24875 -2.01314 2.60860 0.7 0.9 -0.7
H 1.29285 -0.34584 0.32993 -1.4 0.7 -0.8
```
Positions in Å, forces in eV/Å.

Energy above the lowest of the compared OMol25 structures with the same formula, charge and spin (kcal per mole): 14.4
Structure (SMILES): [H]/N=P/NC
Total charge: 0
Orbital gap (eV): 9.55

Mulliken atomic charge list, values in e, 6 entries:
1. C -0.631
2. N -0.478
3. N -0.335
4. P 0.191
5. H 0.208
6. H 0.264

=====

(2)
A structure of composition C3H8NP at a distorted geometry. Source: OMol25; level of theory: ωB97M-V/def2-TZVPD.

XYZ file:
```
13
Properties=species:S:1:pos:R:3:forces:R:3
C 0.94284 -0.93370 -0.15930 2.0 0.0 1.1
C -0.43147 0.89218 -1.26013 1.3 1.6 2.7
C -0.03984 0.14834 0.01472 -0.2 4.8 2.4
N -1.19892 -0.18675 0.79514 0.6 -0.6 0.6
P -2.69326 -0.13817 0.30307 0.8 0.3 -0.5
H 0.52584 -1.89940 -0.04757 -0.5 -1.0 0.4
H 1.20323 -0.85714 -1.18564 1.0 -0.2 -0.9
H 1.86009 -0.82678 0.52601 -1.4 -0.3 -1.2
H -1.19929 1.65278 -0.94680 1.3 0.0 -0.5
H -0.97084 0.25728 -1.85963 -0.7 -1.7 -2.2
H 0.56010 1.25455 -1.58642 -1.1 0.3 -0.8
H 0.66715 1.16689 0.72357 -2.3 -2.9 -1.7
H -3.19148 -0.61987 1.49607 -0.7 -0.3 0.8
```
Positions in Å, forces in eV/Å.

Energy above the lowest of the compared OMol25 structures with the same formula, charge and spin (kcal per mole): 48.8
Total charge: 0
Orbital gap (eV): 8.37

Mulliken atomic charge list, values in e, 6 entries:
1. C -1.182
2. C -1.725
3. C 0.661
4. N -0.277
5. P 0.010
6. H 0.376

=====

(3)
A cluster of 4 separate species, C8H23ClNO5 in total. Source: OMol25; level of theory: ωB97M-V/def2-TZVPD.

XYZ file:
```
38
Properties=species:S:1:pos:R:3:forces:R:3
Cl 5.56753 -35.57459 -1.42615 0.4 -0.2 -0.2
C 2.59856 -29.02025 0.45735 0.4 0.3 0.1
C 2.90572 -30.23757 -0.41727 -0.5 0.0 -0.3
C 4.30582 -30.74527 -0.13699 0.0 0.0 0.0
O 4.68875 -31.67477 -1.10259 0.1 0.2 0.0
C 6.00596 -32.13293 -0.89108 0.0 -0.4 0.7
N 1.92539 -31.32156 -0.29001 0.2 0.2 0.1
H 3.21422 -28.16247 0.16552 0.0 -0.1 0.0
H 2.83105 -29.22174 1.50907 -0.1 -0.1 0.0
H 1.55847 -28.70017 0.39094 -0.1 -0.2 -0.1
H 2.88070 -29.92479 -1.46636 0.1 0.0 0.0
H 4.32721 -31.18041 0.87831 0.1 0.0 -0.1
H 5.01186 -29.89732 -0.16362 -0.1 0.0 0.2
H 6.69559 -31.29571 -0.69515 0.0 0.1 -0.5
H 6.27586 -32.77572 -1.72217 0.1 0.2 -0.1
H 6.08055 -32.76772 0.00512 -0.3 0.0 -0.1
H 1.65109 -31.43011 0.67948 -0.1 -0.1 0.0
H 1.09979 -31.12568 -0.83905 0.0 0.0 0.1
C 6.65377 -37.27855 3.05045 -0.1 0.5 0.2
C 5.97992 -36.31394 2.08406 0.4 -0.5 0.0
O 4.68301 -36.72806 1.74986 -0.1 0.1 0.5
O 6.99899 -38.50887 2.43503 0.1 -0.1 0.2
H 5.95364 -37.50074 3.85904 0.0 -0.2 0.0
H 7.53179 -36.79649 3.50787 0.1 -0.1 -0.1
H 6.61446 -36.23914 1.18752 -0.2 0.2 -0.1
H 5.93272 -35.33135 2.55829 -0.2 0.1 -0.1
H 4.74155 -37.60131 1.33939 0.0 0.1 -0.4
H 7.59249 -38.30430 1.70523 -0.1 0.0 -0.1
C 4.81954 -39.02068 -2.90715 -0.1 -0.1 -0.7
C 4.96882 -39.47744 -1.47551 0.5 -0.3 0.3
O 4.99170 -38.44700 -0.52656 0.0 -0.2 -0.1
O 3.47942 -38.72851 -3.29424 0.0 0.0 0.1
H 5.21166 -39.79257 -3.58902 0.0 -0.1 0.2
H 5.40924 -38.12375 -3.10082 -0.1 0.1 0.2
H 5.89249 -40.08744 -1.41737 0.0 0.2 0.0
H 4.16362 -40.17190 -1.19978 -0.1 0.1 -0.1
H 5.34784 -37.63065 -0.95340 -0.3 0.5 0.2
H 2.96861 -39.51568 -3.08120 -0.1 0.1 0.0
```
Positions in Å, forces in eV/Å.

Energy above the lowest of the compared OMol25 structures with the same formula, charge and spin (kcal per mole): 3.8
Total charge: -1
Orbital gap (eV): 7.37

Mulliken atomic charge list, values in e, 6 entries:
1. Cl -0.855
2. C -1.455
3. C 0.493
4. C -0.745
5. O -0.286
6. C -0.651

=====

LUMO readings, ordered: 0.01669; -0.01141; 0.11093 Ha